DFT (ωB97M-V/def2-TZVPD) results for 2 unconnected molecules or ions with the total composition C7H15N4 in a non-equilibrium geometry.

Its HOMO-LUMO gap is 9.19 eV. The value obtained for the relative energy (zero: lowest compared OMol25 entry of this formula, charge and spin) is 61.7 kcal/mol. Its charge is +1. The HOMO energy comes out at -12.87 eV.

Structure (XYZ):
```
26
Properties=species:S:1:pos:R:3:forces:R:3:mulliken_charge:R:1
N -1.250646 -1.706022 -0.534620 0.5 0.5 2.7 -0.52
H -0.785751 -3.353666 0.589255 -1.1 0.6 0.4 0.29
C -0.859320 3.372851 -1.362997 2.3 0.3 1.1 -0.52
C 0.438121 3.034527 -0.476466 -2.3 1.9 1.3 -0.73
H 2.540347 -2.460305 0.020067 0.6 0.0 -0.9 0.32
H -1.653954 3.850320 -0.816034 -0.5 -0.3 0.4 0.35
H 1.181201 2.714396 -1.111145 1.7 -0.8 -1.4 0.32
H 2.716984 -2.720169 1.721492 0.8 -1.1 1.4 0.32
N -1.353365 1.140919 -2.611394 0.2 1.2 1.2 -0.41
C -1.690164 -2.667704 0.515735 3.3 -0.7 -2.3 -0.99
N 1.826311 -0.925512 1.282314 3.9 -3.2 1.9 -0.19
H 2.595548 -0.523266 1.795024 -0.1 0.6 0.0 0.28
H -0.640704 2.157995 1.312547 0.1 0.7 -0.4 0.39
C -1.183633 2.122382 -2.012976 -0.7 -1.1 -1.8 0.39
H -0.484343 4.164321 -2.019893 -0.3 -0.5 -0.5 0.29
H -1.135913 -2.292182 -1.303436 0.2 -0.1 -2.1 0.21
N 0.791486 0.972556 0.717298 0.3 1.5 -0.9 0.05
H -1.929733 -2.356770 1.469003 -0.6 1.2 1.8 0.35
H -1.701014 -0.822685 -0.694300 -0.9 -0.3 -0.3 0.23
C 2.092954 -2.361115 0.976638 -4.4 0.8 -1.0 -0.46
H -2.403449 -3.276287 0.079503 -2.0 -1.2 -0.3 0.40
H 1.022777 -2.848771 0.877584 2.5 0.5 0.6 0.01
H 0.027836 -0.920086 0.200903 1.2 0.8 0.4 0.15
H 0.791228 3.950981 0.045720 -0.3 -0.4 -0.4 0.37
C 0.887959 -0.270471 0.778305 -3.3 -1.6 -2.3 0.29
C 0.159237 2.023762 0.561872 -1.3 0.6 1.3 -0.17
```
Positions in Å, forces in eV/Å.